54
Properties=species:S:1:pos:R:3:forces:R:3 method="wB97M-V/def2-TZVPD" charge=+4 spin_multiplicity=2 molar_mass_g_mol=418.44 e_homo_ev="-21.8 / -21.8"
V 0.1057 -0.0036 -0.0325 1.61 -0.31 -0.10
C -0.3533 1.4587 3.8892 0.02 -0.07 -0.35
C -1.0846 0.4460 4.5034 0.11 0.09 0.08
C -1.5561 -0.6183 3.7404 0.14 -0.11 -0.83
C -1.2666 -0.6385 2.3782 -0.60 -0.52 0.92
N -0.4856 0.3098 1.8076 -0.16 -0.03 0.13
C -0.0564 1.3379 2.5375 0.56 1.06 0.76
C -1.8616 -1.5146 1.3646 -0.66 -0.52 0.38
C -2.9184 -2.4097 1.5198 0.52 0.32 -0.05
C -3.5230 -2.9364 0.3803 0.12 0.10 -0.01
C -3.1137 -2.5096 -0.8808 0.52 0.34 -0.06
C -2.0513 -1.6103 -0.9711 -0.66 -0.54 -0.28
N -1.4088 -1.1941 0.1366 -0.68 -0.49 0.13
C -1.6311 -0.8246 -2.1365 -0.69 -0.70 -0.75
C -2.0982 -0.9540 -3.4420 0.27 0.03 0.81
C -1.7436 0.0199 -4.3728 0.08 0.06 -0.10
C -0.9594 1.0970 -3.9716 0.09 -0.01 0.36
C -0.4916 1.1319 -2.6630 0.44 0.90 -1.03
N -0.7972 0.1830 -1.7775 0.00 0.04 0.14
H -0.0088 2.3166 4.4506 0.03 0.06 -0.05
H -1.2983 0.4907 5.5658 -0.01 0.01 -0.01
H -2.1553 -1.3987 4.1909 -0.05 0.01 -0.04
H 0.5348 2.0972 2.0230 -0.03 -0.09 0.18
H -3.2949 -2.6651 2.4994 0.01 0.02 0.09
H -4.3593 -3.6182 0.4773 0.00 -0.05 0.00
H -3.6432 -2.8413 -1.7618 0.00 0.02 -0.10
H -2.7342 -1.7830 -3.7246 -0.04 0.02 0.05
H -2.0841 -0.0597 -5.3998 -0.01 0.03 0.02
H -0.6939 1.8846 -4.6641 0.00 0.07 0.04
H 0.1479 1.9471 -2.3229 -0.08 -0.13 -0.13
C 4.5618 1.7240 2.0714 0.64 -0.78 0.15
C 3.8429 1.8508 0.7403 -1.07 1.19 0.33
C 4.7558 2.3751 -0.3588 0.74 -0.68 -0.61
C 2.9273 0.7105 0.3633 0.62 0.53 0.02
C 2.4970 0.5245 -0.9746 -0.04 0.12 0.02
C 1.9400 -0.6830 -1.3973 0.05 -0.39 -0.10
C 1.6699 -1.7405 -0.4829 0.36 0.42 0.25
C 1.4327 -3.1273 -0.9543 -0.47 -0.49 -0.18
C 1.9030 -1.4521 0.8968 0.06 -0.34 -0.44
C 2.5350 -0.2774 1.2967 -0.07 0.00 -0.05
H 5.1408 2.6252 2.2794 -0.25 0.02 -0.07
H 5.3012 0.9141 2.0363 -0.10 0.02 0.03
H 3.9044 1.5403 2.9183 -0.08 0.12 0.10
H 3.1544 2.7145 0.8975 -0.21 -0.26 -0.06
H 5.5198 1.6314 -0.6202 -0.11 0.04 0.04
H 5.3077 3.2460 -0.0042 -0.24 0.01 0.03
H 4.2453 2.6482 -1.2806 -0.06 0.17 0.04
H 2.7593 1.2613 -1.7273 -0.05 0.03 0.08
H 1.8606 -0.8848 -2.4660 -0.22 0.12 0.17
H 0.3705 -3.3814 -1.0595 0.08 0.04 0.03
H 1.8639 -3.8522 -0.2612 -0.02 0.07 0.02
H 1.8940 -3.2832 -1.9315 -0.02 0.06 0.03
H 1.7642 -2.2527 1.6248 -0.23 0.20 -0.07
H 2.8520 -0.1982 2.3306 -0.16 0.17 0.05

54
Properties=species:S:1:pos:R:3:forces:R:3 method="wB97M-V/def2-TZVPD" charge=+1 spin_multiplicity=1 molar_mass_g_mol=381.50 e_homo_ev=-10.6
C -6.1826 -0.0109 -0.7380 0.22 0.11 0.01
N -5.1656 -0.6480 -1.5511 -0.51 -0.18 0.00
C -5.6612 -1.7205 -2.3908 0.25 0.04 0.01
C -3.8226 -0.2535 -1.5259 0.62 0.19 0.03
C -2.9064 -0.8608 -0.6300 -0.44 0.27 -0.50
C -1.5819 -0.4672 -0.6150 0.44 -0.06 -0.25
C -1.1039 0.5475 -1.4813 -1.05 -0.07 0.08
C 0.2893 0.8870 -1.5495 0.62 -1.13 -0.31
C 1.3053 -0.0586 -1.4718 -0.15 0.60 0.28
C 2.7479 0.1926 -1.4393 0.17 -0.45 -0.31
C 3.4886 1.3624 -1.4042 0.47 -0.07 0.03
C 4.8918 1.2647 -1.4366 -0.50 -0.09 0.03
C 5.5295 0.0146 -1.5102 -0.52 -0.29 -0.01
C 4.7813 -1.1770 -1.5638 0.00 0.29 0.10
C 3.3982 -1.0604 -1.5152 -0.03 0.89 0.00
N 2.4010 -2.0517 -1.5775 -2.08 0.85 0.16
C 2.6139 -3.4811 -1.6981 -0.06 -0.64 -0.06
C 1.1705 -1.4750 -1.5329 1.46 -0.54 -0.13
C -2.0443 1.1872 -2.3314 0.72 0.10 0.22
C -3.3597 0.7762 -2.3828 -0.28 -0.46 0.40
H -5.7269 0.7831 -0.1352 -0.22 -0.15 -0.09
H -6.9723 0.4212 -1.3738 0.14 0.01 0.19
H -6.6577 -0.7480 -0.0706 0.08 0.21 -0.04
H -4.8352 -2.1491 -2.9703 -0.26 0.03 0.08
H -6.1221 -2.5089 -1.7739 0.13 0.06 -0.19
H -6.4337 -1.3440 -3.0812 0.20 -0.14 0.05
H -3.2685 -1.6503 0.0331 0.10 0.31 -0.19
H -0.8806 -0.9411 0.0701 -0.14 0.25 -0.02
H 0.5910 1.9058 -1.7995 -0.19 -0.13 0.16
H 2.9554 2.3131 -1.3546 0.43 -0.11 0.01
H 5.4923 2.1734 -1.4061 -0.15 -0.27 -0.01
H 6.6178 -0.0308 -1.5261 -0.31 -0.02 -0.03
H 5.2361 -2.1624 -1.6374 0.17 0.33 0.04
H 3.6874 -3.6789 -1.7260 -0.28 -0.03 0.01
H 2.1619 -4.0115 -0.8486 0.27 0.24 -0.15
H 2.1436 -3.8701 -2.6126 0.26 0.24 0.19
H 0.2594 -2.0651 -1.6179 0.39 0.10 -0.01
H -1.6865 1.9842 -2.9826 -0.15 -0.13 0.08
H -4.0644 1.2324 -3.0803 0.21 -0.11 0.26
C 2.6154 2.9376 4.0077 -0.32 -0.34 -0.53
C 2.0298 2.3442 2.8779 0.08 0.07 0.15
C 1.0549 1.3613 3.0645 -0.46 -0.46 1.15
C 0.6898 0.9841 4.3841 -0.17 -0.13 -0.85
C 1.2625 1.5519 5.5114 0.47 0.47 0.23
C 2.2395 2.5491 5.3076 -0.60 -0.63 0.02
N -0.2950 0.0087 4.2127 -0.11 -0.12 0.37
C -0.4966 -0.1710 2.8697 1.64 1.57 0.10
N 0.3047 0.6260 2.1617 -1.01 -1.03 -0.38
H 3.3752 3.7126 3.8839 -0.27 -0.28 0.01
H 2.2842 2.6003 1.8493 0.16 0.17 0.34
H 0.9451 1.2142 6.5010 0.27 0.30 -0.21
H 2.7152 3.0295 6.1650 -0.20 -0.21 -0.26
H -0.7841 -0.4854 4.9527 0.23 0.26 -0.31
H -1.2268 -0.8836 2.4900 0.28 0.30 0.04

67
Properties=species:S:1:pos:R:3:forces:R:3 method="wB97M-V/def2-TZVPD" charge=0 spin_multiplicity=4 molar_mass_g_mol=801.93 e_homo_ev="-8.1 / -8.4"
Re -1.1952 0.1599 -0.1986 0.15 -0.15 -0.09
O -3.3230 3.1138 -4.3313 -0.02 0.02 -0.02
C -3.8497 3.6536 -3.2237 -0.01 -0.01 0.05
C -4.7123 4.7381 -3.3917 -0.01 0.02 -0.02
C -5.2893 5.3477 -2.2994 0.01 -0.02 0.00
C -5.0257 4.8979 -1.0043 0.00 0.01 0.00
C -4.1800 3.8287 -0.8265 -0.01 0.00 -0.03
C -3.5835 3.1874 -1.9214 -0.04 0.02 -0.01
C -2.6839 2.0710 -1.6680 0.11 -0.02 0.06
O -2.4784 1.7115 -0.4347 -0.01 -0.01 0.01
N -2.0858 1.4747 -2.6910 -0.07 0.02 -0.03
N -1.2363 0.5329 -2.2298 0.02 -0.03 0.11
C -0.4659 -0.1594 -2.9862 0.00 -0.02 -0.01
C 0.3499 -1.1730 -2.3218 0.01 -0.03 0.01
C 1.1948 -2.0199 -3.0078 0.03 -0.01 -0.05
C 1.8937 -2.9948 -2.3040 -0.01 0.01 0.01
C 1.7280 -3.0929 -0.9383 0.02 -0.01 -0.03
C 0.8736 -2.2048 -0.3014 -0.01 0.03 0.07
N 0.2075 -1.2719 -0.9729 -0.09 0.06 0.03
H -2.7205 2.3881 -4.0632 0.02 -0.01 -0.01
H -4.9052 5.0801 -4.3995 0.00 0.00 0.00
H -5.9537 6.1887 -2.4523 0.00 0.00 0.00
H -5.4759 5.3862 -0.1515 0.00 0.00 0.00
H -3.9521 3.4626 0.1644 0.00 0.00 0.00
H -0.4405 -0.0136 -4.0590 -0.01 0.02 0.00
H 1.2932 -1.9204 -4.0799 0.00 0.00 0.00
H 2.5595 -3.6674 -2.8277 0.00 0.00 0.00
H 2.2593 -3.8269 -0.3510 0.00 0.01 0.00
H 0.7081 -2.2368 0.7665 -0.01 0.01 0.00
C 6.7947 2.3304 -0.3076 -0.03 0.00 -0.01
C 5.2962 2.4615 -0.2940 0.03 0.01 0.01
C 4.6703 3.4903 0.3976 -0.01 -0.01 0.00
C 3.2854 3.6036 0.4141 0.00 -0.01 0.01
C 2.5254 2.6743 -0.2717 -0.03 0.05 -0.02
C 3.1309 1.6358 -0.9690 -0.02 -0.03 0.00
C 4.5072 1.5362 -0.9792 -0.02 -0.02 0.01
S 0.7616 2.7920 -0.2696 0.09 0.06 -0.03
O 0.3007 2.7164 -1.6319 0.02 -0.01 -0.01
O 0.4081 3.9328 0.5295 0.03 0.00 0.03
N 0.3018 1.4154 0.4495 -0.19 -0.06 0.04
C 0.6516 1.3240 1.8679 -0.01 0.04 -0.04
C 0.0245 0.0783 2.4426 0.00 0.02 0.01
O 0.3684 -0.3928 3.5066 -0.01 -0.02 -0.01
O -0.9234 -0.4523 1.6980 -0.07 -0.03 -0.09
H 7.2599 3.0330 0.3822 0.00 0.00 0.00
H 7.1919 2.5242 -1.3059 0.00 0.00 0.00
H 7.0952 1.3208 -0.0242 0.00 0.00 0.00
H 5.2700 4.2125 0.9381 0.00 0.00 0.00
H 2.7911 4.4002 0.9533 0.00 0.00 0.00
H 2.5186 0.9023 -1.4798 0.01 0.01 -0.03
H 4.9813 0.7149 -1.5033 0.00 0.00 0.00
H 0.2691 2.1819 2.4306 -0.01 0.01 -0.01
H 1.7302 1.2638 2.0271 0.02 -0.02 -0.04
S -4.6412 -3.0815 -0.8801 0.01 -0.01 0.00
C -3.4992 -1.9988 -0.6594 0.02 0.02 -0.02
N -2.6470 -1.1933 -0.5066 0.03 0.11 0.08
C 4.4439 -4.2923 3.3408 0.01 0.03 -0.02
N 4.3647 -3.2316 2.3580 -0.02 0.00 0.04
C 3.4391 -2.2480 2.3634 -0.04 -0.03 0.00
N 2.4446 -2.3592 3.2547 0.01 0.13 -0.06
S 3.5311 -0.9759 1.2583 0.03 -0.04 0.04
H 5.2977 -4.9218 3.1065 0.00 0.00 0.00
H 3.5497 -4.9188 3.3180 0.00 -0.01 0.00
H 4.5785 -3.9014 4.3533 0.00 0.00 0.00
H 5.1338 -3.0764 1.7303 0.00 0.01 -0.01
H 2.4549 -3.0640 3.9713 0.00 -0.01 0.00
H 1.7746 -1.5964 3.3470 0.04 -0.10 0.04

64
Properties=species:S:1:pos:R:3:forces:R:3 method="wB97M-V/def2-TZVPD" charge=+1 spin_multiplicity=6 molar_mass_g_mol=585.82 e_homo_ev="-11.3 / -11.3"
Mn -0.1537 -0.2906 -0.2789 -1.48 0.26 0.01
C -0.7313 1.1022 -3.7170 0.09 0.04 -0.05
C -1.7940 1.1605 -2.6752 0.00 -0.02 -0.10
C -3.0969 1.6360 -2.8193 -0.01 0.01 0.07
C -3.6691 1.4878 -1.5746 0.04 -0.08 0.01
N -2.7573 0.9525 -0.7489 -0.01 0.10 -0.03
N -1.5977 0.7439 -1.4234 -0.07 0.04 0.00
B -2.9548 0.6806 0.7706 -0.04 -0.05 0.04
N -1.8351 1.4024 1.5824 0.03 -0.09 -0.09
C -1.9406 2.0882 2.7295 0.08 0.00 0.09
C -0.6734 2.4269 3.1561 -0.11 -0.02 -0.01
C 0.1884 1.8753 2.2066 -0.15 -0.09 0.04
C 1.6795 1.9134 2.2111 0.03 0.03 -0.09
N -0.5185 1.2464 1.2627 0.05 0.13 -0.02
N -2.8044 -0.8403 1.0568 -0.02 0.06 0.00
C -3.5852 -1.7069 1.7152 0.01 0.05 -0.02
C -2.8815 -2.8823 1.8875 -0.01 0.04 0.03
C -1.6355 -2.6502 1.3074 0.02 -0.07 0.03
C -0.4579 -3.5673 1.2702 0.05 0.01 0.01
N -1.5995 -1.4157 0.7972 -0.05 -0.08 0.12
N -4.3201 1.2178 1.1421 0.20 -0.02 0.10
C -4.6610 2.5233 1.2918 -0.09 0.07 -0.05
C -6.0276 2.6073 1.2561 0.05 -0.14 0.00
C -6.4649 1.2754 1.0570 0.06 0.14 0.01
C -7.8654 0.7692 0.9426 -0.03 0.00 0.00
N -5.4328 0.4551 0.9721 0.00 -0.04 0.01
H -0.9785 1.7791 -4.5331 0.01 -0.01 0.01
H 0.2340 1.4070 -3.3104 0.01 -0.02 -0.01
H -0.6355 0.1009 -4.1412 0.01 -0.04 0.02
H -3.5501 2.0443 -3.7039 -0.02 0.02 -0.05
H -4.6575 1.7229 -1.2207 -0.05 0.02 -0.03
H -2.9035 2.2771 3.1752 0.07 0.01 -0.02
H -0.4070 2.9895 4.0321 0.01 0.03 0.04
H 2.0309 2.6443 2.9366 -0.01 -0.01 -0.01
H 2.1055 0.9466 2.4779 0.00 -0.03 0.01
H 2.0715 2.2014 1.2355 -0.01 0.01 0.01
H -4.5837 -1.4228 1.9934 -0.02 -0.02 0.00
H -3.2173 -3.7766 2.3802 -0.01 -0.04 0.01
H -0.7544 -4.5652 1.5863 0.00 0.00 0.00
H -0.0202 -3.6409 0.2746 0.00 0.01 0.02
H 0.3218 -3.2216 1.9524 -0.01 -0.01 0.00
H -3.9129 3.2956 1.3789 -0.06 -0.03 0.00
H -6.6303 3.4901 1.3646 -0.05 0.06 0.01
H -8.5796 1.5763 1.0943 0.01 0.00 0.00
H -8.0450 0.3363 -0.0413 0.01 -0.01 -0.01
H -8.0608 -0.0030 1.6858 0.00 -0.01 0.01
S 2.7948 -0.3568 -3.6937 -0.09 0.11 -0.29
C 3.3147 0.9372 -2.6814 -0.18 0.06 0.09
C 2.6863 0.9303 -1.4865 -0.11 0.40 -0.38
C 1.7230 -0.1297 -1.4002 1.77 -0.68 0.99
C 1.7324 -0.9511 -2.5219 -0.52 -0.12 -0.50
C 0.7901 -2.0523 -2.7295 0.09 -0.04 0.07
C 0.9093 -2.9848 -3.7489 -0.03 -0.06 0.03
C -0.0926 -3.9323 -3.8934 0.07 0.01 -0.04
C -1.1700 -3.9154 -3.0253 -0.02 -0.02 0.00
C -1.2044 -2.9571 -2.0245 0.06 0.08 -0.03
N -0.2473 -2.0457 -1.8742 0.14 0.04 -0.12
H 4.0442 1.6412 -3.0433 0.06 0.03 -0.03
H 2.8434 1.6631 -0.7113 0.12 -0.09 0.06
H 1.7658 -2.9765 -4.4087 0.03 0.00 -0.01
H -0.0290 -4.6729 -4.6787 -0.01 -0.01 -0.01
H -1.9757 -4.6289 -3.1165 -0.01 -0.01 0.00
H -2.0245 -2.9041 -1.3209 -0.04 0.00 0.03
Cl 1.9886 -1.1100 0.1835 0.14 0.08 0.01